No. 1
Computed, not measured: 2 unconnected molecules or ions with the total composition CHNOS in a non-equilibrium geometry, with ωB97M-V/def2-TZVPD.

The geometry in XYZ format:
```
5
CHNOS ωB97M-V/def2-TZVPD
C -2.2556 -0.3558 0.5468
N 1.4970 0.4926 0.4037
O -1.9861 -0.8226 -0.4647
S 0.5308 0.9208 -0.7150
H 2.2139 -0.2350 0.2292
```

Properties
- HOMO-LUMO gap (spin up / spin down): 7.46 / 7.46 eV
- Max |F|: 0.0469 Eh/bohr
- HOMO level (spin up / spin down): -8.61 / -8.60 eV
- Relative energy (zero: lowest compared OMol25 entry of this formula, charge and spin): 0.673 eV

natural (NBO) charges, unit e, in atom order: 0.520 -0.766 -0.519 0.413 0.352

---

No. 2
Computed, not measured: CHNOS in the gas phase in a non-equilibrium geometry, with ωB97M-V/def2-TZVPD.

The geometry in XYZ format:
```
5
CHNOS ωB97M-V/def2-TZVPD
C 0.6554 0.2336 1.6218
N -0.0067 -0.2359 0.6612
O -0.8904 -0.9779 1.2695
S 1.0927 0.5142 3.0545
H 0.1246 0.1278 -0.3028
```

Properties
- HOMO-LUMO gap (spin up / spin down): 7.64 / 7.64 eV
- Max |F|: 0.0551 Eh/bohr
- HOMO level (spin up / spin down): -8.42 / -8.42 eV
- Relative energy (zero: lowest compared OMol25 entry of this formula, charge and spin): 2.762 eV

natural (NBO) charges, unit e, in atom order: 0.161 -0.232 -0.549 0.234 0.386

---

No. 3
Computed, not measured: CHNOS in the gas phase in a non-equilibrium geometry, with ωB97M-V/def2-TZVPD.

The geometry in XYZ format:
```
5
CHNOS ωB97M-V/def2-TZVPD
O -1.8308 1.8463 0.7908
C -0.9926 1.3433 0.0717
N 0.1305 0.6865 -0.2607
S -0.7584 1.1180 -1.6998
H 0.2583 -0.4138 -0.1306
```

Properties
- HOMO-LUMO gap: 9.11 eV
- Max |F|: 0.0830 Eh/bohr
- HOMO level: -9.21 eV
- Relative energy (zero: lowest compared OMol25 entry of this formula, charge and spin): 0.422 eV
- SMILES string: O=C1NS1

natural (NBO) charges, unit e, in atom order: -0.479 0.628 -0.716 0.148 0.419